Record 1
Density functional theory data (ωB97M-V/def2-TZVPD) for the molecule C7H7NO3 at a distorted geometry.

XYZ file:
```
18
Properties=species:S:1:pos:R:3:forces:R:3:mulliken_charge:R:1
O -1.707 1.799 -0.534 0.96 -0.97 0.00 -0.53
C -2.109 0.665 -0.544 -0.57 1.48 -0.08 0.71
O -3.408 0.409 -0.409 -2.66 -0.08 1.35 -0.48
C -1.387 -0.685 -0.632 0.64 0.08 4.87 -0.95
N 0.036 -0.537 -0.133 -2.92 0.00 -1.68 0.05
C 0.838 -0.038 -1.068 2.99 -0.68 -0.13 0.12
C 2.143 0.183 -0.727 -0.64 1.84 -3.70 -0.75
C 2.499 0.192 0.574 2.34 -0.99 2.86 0.02
C 1.654 -0.132 1.580 -0.08 -0.34 -1.58 -0.74
C 0.319 -0.560 1.214 0.92 1.79 1.20 0.68
O -0.545 -0.734 2.037 -1.65 -0.97 0.82 -0.66
H -3.997 1.050 0.134 2.03 -0.95 -1.63 0.36
H -1.308 -1.199 -1.542 -0.54 -0.47 -1.32 0.51
H -1.941 -1.253 0.216 1.05 0.42 -1.82 0.30
H 0.544 -0.070 -2.096 -0.50 0.30 -0.25 0.33
H 2.835 0.671 -1.438 -0.53 -0.81 0.14 0.30
H 3.585 0.276 0.774 -0.76 0.62 0.20 0.31
H 1.949 -0.038 2.594 -0.09 -0.28 0.76 0.43
```
Forces are in eV/Å.

LUMO = 0.489 eV
orbital gap = 0.3246 hartree
SMILES string = O=C(O)Cn1ccccc1=O
ΔE to the lowest compared entry with this formula, charge and spin = 30.89 kcal/mol
spin multiplicity = 1

---

Record 2
Density functional theory data (ωB97M-V/def2-TZVPD) for the molecule C7H7NO3 at a distorted geometry.

XYZ file:
```
18
Properties=species:S:1:pos:R:3:forces:R:3:mulliken_charge:R:1
C -1.903 1.232 -0.731 0.90 -0.36 -2.74 -0.26
C -1.308 0.399 -1.626 -0.16 -0.69 0.25 -0.48
C -1.284 1.540 0.556 -1.81 0.17 0.06 0.01
C -0.222 0.995 1.083 1.40 -2.53 -2.99 -0.58
C -0.264 -0.689 -1.320 -1.82 0.51 0.18 0.42
C 0.728 -0.389 -0.255 -0.30 1.57 3.08 0.50
C 1.488 -1.627 0.272 -0.92 2.64 -0.25 -1.39
N 1.625 0.695 -0.707 -0.28 -0.76 0.34 1.04
O -0.332 -1.807 -1.791 0.00 0.86 -0.08 -0.54
O 1.136 1.446 -1.495 -0.29 1.57 -1.62 -0.58
O 2.739 0.794 -0.270 0.92 -0.27 0.69 -0.63
H -2.671 1.879 -1.254 0.75 -0.61 1.51 0.29
H -1.659 0.374 -2.661 -0.09 -0.15 0.37 0.34
H -1.841 2.290 1.113 0.42 0.23 0.21 0.35
H 0.439 1.407 1.797 0.56 -0.21 0.92 0.41
H 2.038 -1.348 1.160 -0.42 -0.32 0.66 0.35
H 2.283 -1.639 -0.450 0.27 -1.33 -0.68 0.37
H 0.729 -2.409 0.315 0.87 -0.33 0.09 0.40
```
Forces are in eV/Å.

LUMO = -0.543 eV
orbital gap = 0.3324 hartree
ΔE to the lowest compared entry with this formula, charge and spin = 170.58 kcal/mol
spin multiplicity = 1

---

Record 3
Density functional theory data (ωB97M-V/def2-TZVPD) for a 2-piece molecular cluster, C7H7NO3 overall at a distorted geometry.

XYZ file:
```
18
Properties=species:S:1:pos:R:3:forces:R:3:mulliken_charge:R:1
C -3.556 -0.404 -0.223 2.63 1.56 0.42 -0.72
C -2.681 -1.335 -0.859 -0.60 -0.26 0.78 -0.39
C -2.748 0.552 0.344 -0.57 -2.37 -1.26 -0.31
C -1.404 -1.011 -0.513 -2.58 -0.22 -1.56 -0.44
C -0.408 0.903 0.537 1.55 3.60 2.16 0.58
C 1.812 -0.035 0.022 0.87 -1.68 -0.61 0.56
C 4.091 0.533 0.355 1.18 1.04 -1.26 -0.60
N -1.424 0.210 0.139 -2.10 -2.34 -0.79 0.06
O -0.353 1.906 1.222 -0.25 -1.51 -1.11 -0.50
O 1.875 -1.060 -0.609 0.45 1.11 0.51 -0.49
O 2.685 0.757 0.558 -0.12 0.46 -0.17 -0.24
H -4.579 -0.357 -0.212 -2.24 -0.05 -0.12 0.50
H -3.022 -2.145 -1.509 0.45 0.19 0.47 0.40
H -2.847 1.445 0.812 -1.01 2.33 1.46 0.47
H -0.720 -1.552 -1.056 2.88 -0.32 -0.22 0.37
H 4.598 1.558 0.124 -1.13 -1.89 -0.08 0.20
H 4.211 -0.251 -0.461 0.23 1.07 1.22 0.31
H 4.469 0.285 1.330 0.37 -0.72 0.16 0.25
```
Forces are in eV/Å.

⟨S²⟩ = 2.01
LUMO (spin up / spin down) = 0.694 / -1.327 eV
orbital gap (spin up / spin down) = 0.2728 / 0.2814 hartree
ΔE to the lowest compared entry with this formula, charge and spin = 0.00 kcal/mol
spin multiplicity = 3

---

Record 4
Density functional theory data (ωB97M-V/def2-TZVPD) for the molecule C7H7NO4 at a distorted geometry.

XYZ file:
```
19
Properties=species:S:1:pos:R:3:forces:R:3:mulliken_charge:R:1
O 2.750 1.218 -0.419 -1.58 -0.62 -0.49 -0.73
C 1.962 0.251 -0.383 1.70 1.13 0.94 0.64
N 2.458 -0.892 0.133 1.28 -2.41 -0.05 -0.17
O 3.950 -1.031 0.348 -3.44 1.71 -0.55 -0.42
C 0.454 0.327 -0.505 -1.86 1.31 2.91 -0.34
C -0.075 1.646 -0.036 2.54 -0.80 -1.35 -0.51
C -1.394 1.811 0.142 -0.88 3.28 2.28 -0.43
C -2.257 0.756 0.077 -4.37 0.93 0.42 -0.25
C -1.839 -0.540 -0.051 1.75 0.67 -0.43 1.05
O -2.546 -1.719 -0.009 0.90 0.49 0.44 -0.58
C -0.482 -0.772 -0.268 2.96 3.24 -0.90 0.35
O -0.067 -2.030 -0.252 -2.93 -1.89 0.45 -0.65
H 2.003 -1.787 -0.087 0.67 0.51 0.37 0.27
H 4.073 -0.048 0.448 0.46 -0.76 -0.22 0.35
H 0.537 2.558 0.200 0.02 -1.51 -0.68 0.30
H -1.801 2.835 0.684 1.06 -2.65 -1.95 0.18
H -3.347 1.209 0.195 1.86 -2.15 -0.14 0.13
H -3.371 -1.336 -0.166 -3.10 -0.34 -0.33 0.33
H -1.008 -2.458 -0.052 2.93 -0.14 -0.69 0.47
```
Forces are in eV/Å.

LUMO = 0.070 eV
orbital gap = 0.3355 hartree
SMILES string = O=C(NO)c1cccc(O)c1O
ΔE to the lowest compared entry with this formula, charge and spin = 55.30 kcal/mol
spin multiplicity = 1

---

Record 5
Density functional theory data (ωB97M-V/def2-TZVPD) for an isolated ion of composition C7H7O2 and charge -1 at a distorted geometry.

XYZ file:
```
16
Properties=species:S:1:pos:R:3:forces:R:3:mulliken_charge:R:1
C -0.891 -0.402 2.869 0.86 -3.54 -0.37 -1.03
C -1.056 -0.848 1.386 -0.80 1.78 -0.04 0.07
C -0.270 -0.516 0.356 -1.04 -0.51 -2.56 -0.04
C -0.469 -0.562 -1.368 0.53 0.41 4.04 0.16
O -1.183 -1.175 -2.108 -1.01 -0.72 -1.15 -0.74
C 0.560 0.387 -1.405 -0.40 0.19 -1.61 0.26
C 1.075 1.032 -2.644 3.71 1.30 2.71 -1.18
C 0.932 0.308 -0.066 -0.25 -0.50 2.16 0.32
O 1.849 0.675 0.665 0.79 0.66 -0.15 -0.81
H -0.888 -1.409 3.415 -0.38 1.23 -0.13 0.24
H -1.585 0.243 3.367 -0.85 0.41 -0.28 0.30
H 0.097 -0.063 3.100 0.72 0.60 -0.34 0.33
H -2.074 -1.217 1.094 1.00 -0.13 0.45 0.30
H 0.340 1.049 -3.389 -0.82 0.31 -1.22 0.35
H 1.970 0.426 -2.911 -0.53 0.31 -0.63 0.21
H 1.594 2.072 -2.361 -1.52 -1.82 -0.89 0.25
```
Forces are in eV/Å.

LUMO = 3.992 eV
orbital gap = 0.2745 hartree
SMILES string = C/C=C1/C(=O)C(C)=C1[O-]
ΔE to the lowest compared entry with this formula, charge and spin = 51.50 kcal/mol
spin multiplicity = 1
net charge = -1

---

Record 6
Density functional theory data (ωB97M-V/def2-TZVPD) for a 2-piece molecular cluster, C7H7PS overall at a distorted geometry.

XYZ file:
```
16
Properties=species:S:1:pos:R:3:forces:R:3:mulliken_charge:R:1
C -2.098 0.530 -0.196 -0.15 -0.03 -0.02 -0.52
C -1.469 0.346 1.030 0.01 -0.02 0.02 -0.38
C -1.332 0.777 -1.330 -0.04 -0.02 0.03 -0.38
C -0.101 0.403 1.140 0.16 0.03 -0.01 -0.50
C 0.038 0.833 -1.257 0.17 0.02 -0.02 -0.53
C 0.695 0.645 -0.011 -0.83 0.06 -0.02 1.22
C 2.050 0.696 0.081 1.19 -0.10 0.03 -0.51
P 1.770 -2.751 -0.259 0.31 -0.09 -0.73 -0.02
S 3.581 0.884 0.202 -0.41 0.00 -0.02 -0.35
H -3.175 0.474 -0.265 -0.05 0.02 -0.01 0.37
H -2.057 0.149 1.912 -0.09 -0.01 0.12 0.38
H -1.818 0.925 -2.283 -0.02 0.01 -0.09 0.38
H 0.388 0.259 2.090 0.01 -0.02 0.11 0.40
H 0.632 1.012 -2.139 0.04 0.03 -0.09 0.39
H 0.513 -2.740 0.334 -0.58 0.02 0.23 0.02
H 2.385 -2.443 0.951 0.28 0.13 0.49 0.01
```
Forces are in eV/Å.

LUMO (spin up / spin down) = -1.011 / -0.540 eV
orbital gap (spin up / spin down) = 0.2044 / 0.2972 hartree
ΔE to the lowest compared entry with this formula, charge and spin = 58.19 kcal/mol
spin multiplicity = 1

---

Record 7
Density functional theory data (ωB97M-V/def2-TZVPD) for C7H8 as an isolated structure.

XYZ file:
```
15
Properties=species:S:1:pos:R:3:forces:R:3:mulliken_charge:R:1
C 0.667 -0.519 -1.444 0.04 -0.06 -0.07 -1.36
C 0.281 -0.065 -0.028 -0.09 0.03 0.00 2.00
C 1.228 1.018 0.512 0.06 0.03 0.05 -1.36
C -1.135 0.377 0.029 -0.50 0.01 0.14 -0.97
C -2.328 0.438 0.317 0.32 0.16 -0.22 0.13
C 0.063 -1.192 0.921 -0.16 -0.57 0.49 -0.72
C -0.457 -2.007 1.714 0.24 0.64 -0.58 -0.77
H -0.026 -1.284 -1.802 0.10 0.12 0.05 0.38
H 1.665 -0.961 -1.395 -0.14 0.07 0.00 0.36
H 0.687 0.321 -2.148 0.00 -0.10 0.13 0.37
H 1.266 1.891 -0.149 -0.02 -0.14 0.07 0.37
H 0.924 1.326 1.515 0.04 -0.04 -0.15 0.38
H 2.229 0.584 0.579 -0.14 0.06 -0.02 0.36
H -3.372 0.629 0.463 0.17 -0.04 -0.01 0.44
H -1.694 -0.555 0.916 0.10 -0.18 0.12 0.41
```
Forces are in eV/Å.

LUMO = -0.371 eV
orbital gap = 0.2990 hartree
ΔE to the lowest compared entry with this formula, charge and spin = 190.26 kcal/mol
spin multiplicity = 1

---

Record 8
Density functional theory data (ωB97M-V/def2-TZVPD) for the molecule C7H8 at a distorted geometry.

XYZ file:
```
15
Properties=species:S:1:pos:R:3:forces:R:3:mulliken_charge:R:1
C 0.031 -2.591 -2.262 -2.65 -2.90 -6.10 0.28
C 0.403 -2.079 -1.307 1.86 4.37 6.21 -0.70
C 0.814 -1.365 -0.028 1.64 -2.44 -1.93 -0.57
C 0.479 0.027 0.154 -2.09 0.47 1.11 0.24
C -0.285 0.950 0.688 0.63 -2.08 -0.09 0.33
C -1.383 1.415 1.561 1.07 1.84 -0.95 -1.12
C 0.771 1.374 -0.275 2.53 2.70 1.40 -0.65
H -0.436 -2.938 -3.170 0.47 -0.07 0.49 0.43
H 0.373 -2.067 0.718 1.06 0.84 0.17 0.26
H 1.953 -1.338 -0.208 -1.30 -0.67 1.30 0.22
H -2.224 1.712 0.946 -0.28 0.04 -0.13 0.28
H -0.961 2.342 1.961 -0.46 0.15 0.31 0.30
H -1.725 0.839 2.378 -0.06 -1.15 0.59 0.33
H 1.729 2.046 0.064 -1.97 -1.79 -0.49 0.16
H 0.461 1.674 -1.219 -0.46 0.69 -1.92 0.21
```
Forces are in eV/Å.

LUMO = 0.931 eV
orbital gap = 0.3537 hartree
SMILES string = C#CCC1=C(C)C1
ΔE to the lowest compared entry with this formula, charge and spin = 124.73 kcal/mol
spin multiplicity = 1

---

Record 9
Density functional theory data (ωB97M-V/def2-TZVPD) for the molecule C7H8 at a distorted geometry.

XYZ file:
```
15
Properties=species:S:1:pos:R:3:forces:R:3:mulliken_charge:R:1
C 0.399 1.385 -0.318 0.05 0.45 -0.04 -1.71
C -0.082 0.012 0.125 0.28 -0.38 -0.43 1.70
C 1.071 -0.755 0.829 -0.09 0.19 0.04 -1.40
C -2.080 -0.673 1.074 0.18 0.87 0.23 -0.48
C -1.283 0.358 1.082 -0.66 -1.02 0.36 -0.19
C -0.479 -0.773 -1.098 -0.27 0.10 -0.10 -1.14
C -0.749 -1.350 -2.125 0.14 0.32 0.68 0.10
H -0.415 1.919 -0.815 0.18 0.00 0.01 0.40
H 1.244 1.301 -0.993 0.11 0.00 -0.13 0.44
H 0.699 1.946 0.574 0.04 0.01 -0.20 0.38
H 1.337 -0.227 1.748 0.00 -0.07 -0.01 0.37
H 0.808 -1.790 1.080 -0.13 0.33 -0.08 0.36
H 1.963 -0.779 0.181 -0.39 0.06 0.12 0.36
H -1.404 1.302 1.674 0.42 -1.03 -0.76 0.34
H -1.030 -1.876 -3.016 0.14 0.17 0.30 0.46
```
Forces are in eV/Å.

LUMO = -0.111 eV
orbital gap = 0.3566 hartree
ΔE to the lowest compared entry with this formula, charge and spin = 140.35 kcal/mol
spin multiplicity = 1

---

Record 10
Density functional theory data (ωB97M-V/def2-TZVPD) for C7H8 as an isolated structure at a distorted geometry.

XYZ file:
```
15
Properties=species:S:1:pos:R:3:forces:R:3:mulliken_charge:R:1
C -0.129 -1.542 -0.503 0.11 -0.05 -0.09 -1.37
C -0.410 -0.101 -0.166 1.08 0.39 -0.16 0.66
C 0.212 1.025 -0.912 -0.73 0.10 -0.48 -0.54
C 1.224 0.894 0.178 -0.73 -0.59 0.54 -0.19
C 2.492 0.348 -0.064 -0.47 -0.80 -0.46 -0.78
C -1.538 0.147 0.687 0.76 0.04 0.02 -0.84
C -2.509 0.315 1.374 -0.45 0.13 0.35 0.31
H -1.008 -1.981 -0.992 0.06 0.14 0.05 0.38
H 0.736 -1.617 -1.165 -0.12 0.04 0.09 0.40
H 0.069 -2.134 0.395 -0.05 0.13 -0.11 0.30
H 0.965 1.337 1.135 -0.10 0.23 0.08 0.41
H 0.591 0.742 -1.896 0.08 0.09 0.26 0.30
H -0.366 1.948 -0.920 -0.01 -0.11 -0.04 0.33
H 3.044 0.138 0.853 0.10 0.37 0.31 0.19
H -3.374 0.482 1.997 0.47 -0.11 -0.37 0.43
```
Forces are in eV/Å.

LUMO (spin up / spin down) = -1.082 / -1.079 eV
orbital gap (spin up / spin down) = 0.2502 / 0.2341 hartree
ΔE to the lowest compared entry with this formula, charge and spin = 165.08 kcal/mol
spin multiplicity = 1

---

Record 11
Density functional theory data (ωB97M-V/def2-TZVPD) for the molecule C7H8 at a distorted geometry.

XYZ file:
```
15
Properties=species:S:1:pos:R:3:forces:R:3:mulliken_charge:R:1
C 2.193 0.521 0.134 -0.12 0.26 0.06 -1.30
C 0.710 0.262 0.063 -0.48 1.22 0.22 0.41
C -0.128 0.500 -1.037 0.22 -0.25 -0.80 -0.44
C -1.249 -0.309 -1.183 0.58 -0.15 -1.27 -0.06
C -1.434 -1.358 -0.282 -1.67 1.27 0.21 -0.65
C -1.281 -0.719 0.950 0.54 -0.61 1.15 -0.06
C -0.163 0.081 1.147 0.21 -0.53 0.65 -0.45
H 2.385 1.585 0.286 0.17 0.08 0.01 0.31
H 2.667 -0.032 0.956 -0.31 0.19 -0.12 0.34
H 2.708 0.214 -0.786 -0.34 0.14 0.17 0.34
H 0.026 1.429 -1.572 0.23 -0.42 -0.72 0.31
H -2.152 -0.032 -1.719 0.62 -0.33 -1.19 0.30
H -2.041 -2.241 -0.461 -0.47 0.54 0.09 0.36
H -2.204 -0.655 1.519 0.59 -0.74 1.01 0.30
H -0.036 0.754 1.986 0.22 -0.67 0.53 0.31
```
Forces are in eV/Å.

LUMO = 0.012 eV
orbital gap = 0.2928 hartree
SMILES string = Cc1ccccc1
ΔE to the lowest compared entry with this formula, charge and spin = 89.33 kcal/mol
spin multiplicity = 1

---

Record 12
Density functional theory data (ωB97M-V/def2-TZVPD) for the molecule C7H8.

XYZ file:
```
15
Properties=species:S:1:pos:R:3:forces:R:3:mulliken_charge:R:1
C -1.265 -1.944 -2.013 0.32 0.29 0.11 0.08
C -0.437 -1.166 -1.613 -0.34 -0.30 -0.11 -0.38
C 0.526 -0.260 -0.980 0.08 0.00 -0.02 -0.88
C 0.103 0.006 0.487 -0.02 -0.06 0.06 0.46
C -1.081 0.977 0.545 -0.06 0.05 0.01 -1.35
C 1.236 0.466 1.302 0.31 0.09 0.24 -0.93
C 2.162 0.798 1.996 -0.28 -0.07 -0.24 0.14
H -1.989 -2.642 -2.369 0.11 0.13 0.01 0.40
H 0.588 0.686 -1.532 -0.04 -0.12 0.10 0.31
H 1.526 -0.704 -1.008 -0.14 -0.01 0.01 0.37
H -0.220 -0.958 0.901 0.07 0.13 -0.04 0.25
H -0.768 1.979 0.233 -0.05 -0.14 0.03 0.35
H -1.876 0.632 -0.125 0.12 0.05 0.11 0.36
H -1.487 1.043 1.558 0.08 0.01 -0.13 0.36
H 2.983 1.086 2.616 -0.16 -0.03 -0.13 0.44
```
Forces are in eV/Å.

LUMO = 1.038 eV
orbital gap = 0.4035 hartree
SMILES string = C#CC[C@H](C)C#C
ΔE to the lowest compared entry with this formula, charge and spin = 85.46 kcal/mol
spin multiplicity = 1

---

Q: What is the ΔE to the lowest compared entry with this formula, charge and spin in the fourth record?
A: 55.30 kcal/mol